[1]
{
  "formula": "Cl2NO3P",
  "method": "ωB97M-V/def2-TZVPD",
  "e_lumo_ev": 6.005,
  "smiles": "O=P([O-])([O-])N(Cl)Cl",
  "max_force_ev_per_a": 4.2,
  "total_energy_ha": -1542.2100,
  "orbital_gap_ev": 5.985,
  "charge": -2,
  "homo_ev": 0.0,
  "de_lowest_kcal_mol": 34.7,
  "species": ["Cl", "Cl", "P", "O", "O", "O", "N"],
  "positions_angstrom": [[1.68174, -1.61244, 0.72098], [2.54427, 1.06025, -0.59355], [-0.59419, 0.17690, 0.04817], [-1.10780, -1.21926, -0.24995], [-0.77275, 0.66379, 1.51089], [-0.82397, 1.15815, -1.08323], [1.00954, -0.35743, -0.17275]]
}

***

[2]
{
  "formula": "C6H10ClN3O3",
  "method": "ωB97M-V/def2-TZVPD",
  "e_lumo_ev": [-10.215, -10.215],
  "max_force_ev_per_a": 4.6,
  "total_energy_ha": -1083.8552,
  "orbital_gap_ev": [3.971, 4.048],
  "charge": 2,
  "homo_ev": [-14.2, -14.3],
  "species": ["Cl", "O", "O", "O", "N", "N", "N", "C", "C", "C", "C", "C", "C", "H", "H", "H", "H", "H", "H", "H", "H", "H", "H"],
  "positions_angstrom": [[-3.27339, -0.08437, 9.04159], [0.73103, -1.09837, -2.50843], [-1.20941, -2.11003, -1.43371], [-0.40843, -1.55249, 0.66492], [0.50885, 1.51060, -1.69631], [1.85441, -0.57813, -0.40448], [-0.31473, -1.57289, -0.58429], [2.20773, 0.70310, -0.23800], [1.39843, 1.68565, -0.80002], [0.72937, -0.89025, -1.20077], [1.10883, -0.10793, -3.43275], [-3.83435, -1.17154, 7.97502], [0.45118, 1.25355, -3.09000], [2.33943, -1.14324, 0.29602], [-3.39237, -1.35521, 7.03049], [-0.61811, 1.19818, -3.32157], [1.50302, 2.58949, -0.26050], [-4.75910, -1.77233, 8.17841], [3.04393, 0.91710, 0.34424], [-1.86523, -2.37172, -0.76247], [1.05629, 1.96301, -3.51205], [0.93443, -0.41585, -4.45555], [2.11217, -0.02983, -3.33575]]
}

***

[3]
{
  "formula": "C18H23AgN5O3",
  "method": "ωB97M-V/def2-TZVPD",
  "e_lumo_ev": [-3.554, -3.560],
  "max_force_ev_per_a": 3.7,
  "total_energy_ha": -1345.8574,
  "orbital_gap_ev": [6.967, 6.961],
  "charge": 1,
  "homo_ev": [-10.5, -10.5],
  "species": ["Ag", "O", "O", "O", "N", "N", "N", "N", "N", "C", "C", "C", "C", "C", "C", "C", "C", "C", "C", "C", "C", "C", "C", "C", "C", "C", "C", "H", "H", "H", "H", "H", "H", "H", "H", "H", "H", "H", "H", "H", "H", "H", "H", "H", "H", "H", "H", "H", "H", "H"],
  "positions_angstrom": [[1.02390, 1.15832, 2.44748], [0.38121, -1.05862, 2.85511], [0.60798, 0.18041, 0.37162], [-1.26747, -2.58162, 2.83104], [1.96610, 1.22840, 4.66564], [0.46677, 4.61982, 4.97705], [-0.80425, -1.57711, 0.87300], [0.49414, 3.25507, 3.22955], [1.95996, 2.38994, 6.55678], [-0.19928, 5.27530, 3.94812], [-0.54247, -0.74778, -7.12542], [0.78882, -3.09016, -5.93753], [0.25788, -1.99242, -5.03893], [1.59659, 2.37843, 5.23538], [-0.36953, -0.80890, -5.62522], [-0.88233, 0.45001, -2.18466], [-1.88254, -2.50051, 0.53449], [2.57141, 0.47455, 5.64377], [0.87731, 3.40371, 4.50705], [-0.48589, -1.66918, 2.23200], [2.58569, 1.18295, 6.82806], [0.38910, -2.10666, -3.69488], [-2.17262, -3.17705, 1.85171], [-0.23817, -0.64933, -0.01960], [-0.79502, 0.23791, -4.87639], [-0.73913, -0.69545, -1.37996], [-0.17682, 4.41295, 2.87339], [0.42508, -0.67752, -7.63976], [-0.57960, 0.31469, -3.81207], [1.53504, -2.71668, -6.65735], [0.30649, -1.22604, -3.08887], [-1.35077, 1.02110, -5.40561], [-3.21661, -3.01063, 2.16304], [-1.07002, -1.62787, -7.51233], [1.28433, -3.83577, -5.30512], [-1.12362, 0.13958, -7.39129], [-1.89966, 0.85894, -2.28527], [-2.75837, -1.95581, 0.16031], [-1.22087, -1.63359, -1.66253], [1.78046, 3.15983, 7.19740], [-0.05351, 1.16129, -2.22296], [0.00380, -3.61006, -6.50737], [0.69653, -3.06315, -3.26621], [-0.59309, 4.54512, 1.88395], [0.63411, 4.96478, 5.91826], [2.94585, -0.51108, 5.43603], [-1.96230, -4.25534, 1.78693], [2.97158, 0.92956, 7.79449], [-0.62068, 6.25960, 4.05367], [-1.54551, -3.22393, -0.21595]]
}

***

[4]
{
  "formula": "C8H6O2",
  "method": "ωB97M-V/def2-TZVPD",
  "e_lumo_ev": -0.836,
  "max_force_ev_per_a": 18.5,
  "total_energy_ha": -458.6924,
  "orbital_gap_ev": 9.239,
  "homo_ev": -10.1,
  "de_lowest_kcal_mol": 150.6,
  "species": ["O", "O", "C", "C", "C", "C", "C", "C", "C", "C", "H", "H", "H", "H", "H", "H"],
  "positions_angstrom": [[0.56934, 0.78453, 3.12715], [-2.78405, -0.73451, -1.71879], [1.78972, 0.56672, -0.33479], [1.26360, 0.85663, 2.13581], [0.90507, 0.50138, 0.86871], [-0.79157, -0.53505, -0.70769], [0.04730, -0.32482, -1.74286], [-0.28881, -0.12379, 0.55564], [-1.99260, -1.13839, -0.94164], [1.41198, 0.17465, -1.46862], [-0.15002, -0.81881, -2.58752], [-0.88462, -0.14441, 1.45674], [2.56377, 1.20867, 0.10318], [1.99356, 1.24998, 2.28124], [2.28640, 0.56158, -2.46275], [-2.15954, -2.32127, -0.24516]]
}

***

[5]
{
  "formula": "C18H24NO3Pd",
  "method": "ωB97M-V/def2-TZVPD",
  "e_lumo_ev": 2.938,
  "max_force_ev_per_a": 0.2,
  "total_energy_ha": -1108.5983,
  "orbital_gap_ev": 5.303,
  "charge": -1,
  "homo_ev": -2.4,
  "de_lowest_kcal_mol": 0.0,
  "species": ["Pd", "O", "O", "O", "N", "C", "C", "C", "C", "C", "C", "C", "C", "C", "C", "C", "C", "C", "C", "C", "C", "C", "C", "H", "H", "H", "H", "H", "H", "H", "H", "H", "H", "H", "H", "H", "H", "H", "H", "H", "H", "H", "H", "H", "H", "H", "H"],
  "positions_angstrom": [[0.64990, 0.19016, 0.96404], [-1.43297, 1.00434, 1.20585], [-2.22679, 0.46479, 4.20188], [-3.67225, -0.55239, 0.42945], [0.68241, -1.99498, -1.53974], [2.24130, 1.10199, -2.75850], [-1.65620, -0.73136, 3.69133], [5.22882, -0.93388, -0.24245], [-2.02398, 1.21224, -0.06776], [-2.75709, -1.53331, -0.03033], [2.50966, -0.39380, 0.48723], [2.95968, -0.35833, -0.85673], [-1.83605, 1.89935, 2.23486], [-3.46546, 0.72586, -0.13001], [4.28635, -0.61573, -1.20842], [1.40319, 1.44812, -3.81543], [-2.81860, 1.27500, 3.21441], [4.82468, -0.99389, 1.08420], [0.90194, -0.82980, -2.26562], [0.06220, -0.48031, -3.32321], [2.01577, -0.01557, -1.96718], [3.50411, -0.73061, 1.42770], [0.30805, 0.64924, -4.09276], [-1.99081, 2.27510, -0.33839], [-3.57058, 0.70348, 2.65419], [3.23123, -0.77949, 2.47614], [-1.72481, -1.30919, 0.25821], [-4.13001, 1.39701, 0.41989], [-2.80593, -1.63524, -1.12378], [-0.79202, -1.11405, -3.54374], [1.60475, 2.33418, -4.40514], [-1.39867, -1.34590, 4.55336], [-1.38091, 0.68210, -0.77063], [-0.36198, 0.89874, -4.90796], [-2.29960, 2.78393, 1.78002], [3.09430, 1.72658, -2.51812], [-3.05982, -2.47589, 0.42334], [6.25606, -1.13805, -0.52372], [-3.31839, 2.08073, 3.75863], [-0.93375, 2.21043, 2.76348], [-2.37473, -1.26689, 3.05994], [-3.77360, 0.74321, -1.18688], [-0.75137, -0.54705, 3.10007], [-0.26415, -2.33651, -1.61833], [4.57718, -0.57368, -2.25404], [0.93599, -1.87418, -0.55827], [5.54294, -1.24648, 1.85889]]
}

***

[6]
{
  "formula": "CH4Se",
  "method": "ωB97M-V/def2-TZVPD",
  "e_lumo_ev": 0.230,
  "smiles": "C[SeH]",
  "max_force_ev_per_a": 4.2,
  "total_energy_ha": -2441.8697,
  "orbital_gap_ev": 8.903,
  "homo_ev": -8.7,
  "de_lowest_kcal_mol": 16.9,
  "species": ["Se", "C", "H", "H", "H", "H"],
  "positions_angstrom": [[-0.12053, -1.37652, 0.55444], [0.18168, 0.48305, 0.13369], [-0.69682, -1.50749, -1.09698], [1.31417, 0.65633, 0.06451], [-0.24683, 0.93974, 1.09485], [-0.43168, 0.80490, -0.75051]]
}